1.
Molecular formula: C3H13N2
Method: DFT, ωB97M-V/def2-TZVPD

CARTESIAN COORDINATES (ANGSTROEM)
C 0.31296 0.13408 -2.23572
N 1.19886 0.62821 -1.13746
H 0.92226 -0.15172 -3.10922
H -0.32404 -0.65676 -1.87538
H -0.42535 1.00024 -2.56106
H 1.23822 1.69345 -1.10088
H 2.11918 0.47592 -1.46941
H 0.67332 0.13941 0.33850
C -1.34007 0.56594 0.48835
N -0.08766 -0.01030 1.20640
C -0.07187 -1.43049 1.82499
H -1.99745 -0.21532 -0.08905
H -2.03618 1.13533 1.19997
H -1.05584 1.14399 -0.38511
H 0.12105 0.57200 2.01095
H -0.89396 -1.51871 2.76267
H 0.85293 -1.49838 2.34116
H -0.37868 -2.06195 0.98865

Output
E_LUMO = -2.94 eV
Net charge = +1

Which charges does Löwdin predict for the atoms? In e, they are: C -0.132; N -0.083; H 0.090; H 0.051; H 0.124; H 0.135; H 0.072; H 0.132; C -0.038; N -0.094; C -0.004; H 0.128; H 0.120; H 0.039; H 0.140; H 0.165; H 0.068; H 0.086

***

2.
Molecular formula: C3H7NO2
Method: DFT, ωB97M-V/def2-TZVPD

CARTESIAN COORDINATES (ANGSTROEM)
C -1.89173 0.75342 0.69379
O -0.99252 -0.26588 0.24698
C 0.30595 -0.04685 0.40669
C 1.29160 -0.98129 -0.04044
O 1.16824 -1.21867 1.24595
N 1.90485 -1.27072 -1.09808
H -2.08607 1.45902 -0.12253
H -1.49805 1.29495 1.56128
H -2.82149 0.25176 0.96442
H 0.59727 0.95958 0.71581
H 0.45750 0.79840 -1.70742
H 2.60715 -1.99234 -1.00819
H 0.95729 0.25861 -1.85825

Output
SMILES string = [H]/N=C1\O[C@@H]1OC.[H][H]
E_LUMO = 0.85 eV

Which charges does Löwdin predict for the atoms? In e, they are: C -0.043; O -0.070; C -0.211; C -0.543; O 0.095; N 0.129; H 0.096; H 0.098; H 0.096; H 0.159; H 0.072; H 0.064; H 0.058

***

3.
Molecular formula: C7H11NPS2
Method: DFT, ωB97M-V/def2-TZVPD

CARTESIAN COORDINATES (ANGSTROEM)
C 3.17850 -3.03765 0.51490
C 2.46416 -2.09083 0.22249
C 0.54976 -0.76601 -0.44944
C 1.73747 -0.95186 0.08896
C 0.18266 1.29106 -1.74944
C -1.53990 0.35765 -0.46448
C 0.21666 0.66401 2.50604
N -0.10114 0.51006 -0.55011
P 0.51329 1.64392 0.91356
S 3.83558 1.05637 -0.85412
S 2.71576 0.68730 0.64114
H 3.73847 -3.98020 0.50453
H -0.07148 -1.73634 -0.75832
H 0.35549 2.38950 -1.38441
H 1.04097 1.04535 -2.23951
H -0.67510 1.13012 -2.43378
H -1.71879 -0.48536 -1.13155
H -1.86077 -0.03376 0.45943
H -2.01667 1.37252 -0.63205
H -0.66426 0.98385 2.91236
H 0.17339 -0.31401 2.14376
H 1.11438 0.80172 3.12777

Output
SMILES string = C#CC1=C[N+](C)(C)P(C)#S1=S
E_LUMO = -4.56 eV
Net charge = +1

Which charges does Löwdin predict for the atoms? In e, they are: C 0.212; C -0.169; C -0.146; C -0.451; C -0.071; C -0.065; C -0.255; N -0.517; P 0.999; S 0.180; S 0.306; H 0.077; H 0.203; H 0.112; H 0.047; H 0.122; H 0.112; H 0.085; H 0.144; H 0.006; H 0.007; H 0.063

***

4.
Molecular formula: C13H26N2O3S
Method: DFT, ωB97M-V/def2-TZVPD

CARTESIAN COORDINATES (ANGSTROEM)
O -0.82301 0.44087 4.24234
C -1.20616 0.04192 3.17955
O -1.97892 -1.03939 2.99361
C -3.39990 -0.62206 2.99827
C -4.32150 -1.80070 2.76416
C -5.70881 -1.64318 3.41635
N -6.04933 -0.12994 3.51229
C -6.55098 0.41853 2.57649
S -7.40046 1.23634 1.49189
H -0.93084 0.54406 2.23239
H -3.59797 -0.12208 3.94412
H -3.55667 0.12552 2.21071
H -4.44370 -1.99997 1.69374
H -3.85757 -2.67888 3.21741
H -5.57816 -1.95133 4.46084
C 0.50558 -1.59355 -1.49369
C 1.86279 -1.04766 -1.89267
N 1.86138 0.33521 -2.51191
C 1.17985 0.22639 -3.85015
C 3.27843 0.75670 -2.83531
C 4.22523 1.01672 -1.67652
C 1.07276 1.37179 -1.74318
C 1.41517 1.66272 -0.29106
O 1.18455 0.54546 0.52763
C 2.22798 0.21942 1.44401
H -0.15978 -1.72597 -2.34661
H 0.65509 -2.57563 -1.04692
H 0.00420 -0.98075 -0.75101
H 2.30964 -1.69906 -2.64541
H 2.53969 -1.02618 -1.04462
H 1.71223 -0.50777 -4.44828
H 1.21213 1.19985 -4.33166
H 0.15003 -0.07839 -3.70095
H 3.19718 1.64970 -3.45378
H 3.67503 -0.04794 -3.45349
H 4.08509 2.00513 -1.24823
H 5.24303 0.99903 -2.06575
H 4.16693 0.26946 -0.88799
H 0.03800 1.03807 -1.79237
H 1.15500 2.29656 -2.31617
H 0.71789 2.45757 0.00187
H 2.41181 2.07377 -0.14856
H 2.88518 1.06458 1.65232
H 2.82082 -0.61063 1.04297
H 1.77106 -0.11428 2.37336

Output
E_LUMO = -1.10 eV

Which charges does Löwdin predict for the atoms? In e, they are: O 0.087; C -0.404; O -0.068; C -0.191; C -0.288; C -0.241; N -0.018; C -0.880; S 0.493; H 0.126; H 0.117; H 0.114; H 0.077; H 0.093; H -0.004; C -0.037; C -0.153; N -0.269; C 0.012; C -0.154; C -0.044; C -0.069; C -0.189; O -0.203; C -0.058; H 0.083; H 0.103; H 0.079; H 0.135; H 0.101; H 0.115; H 0.113; H 0.106; H 0.134; H 0.132; H 0.077; H 0.096; H 0.075; H 0.139; H 0.145; H 0.146; H 0.101; H 0.098; H 0.079; H 0.094

***

5.
Molecular formula: C24H33ClN3O10
Method: DFT, ωB97M-V/def2-TZVPD

CARTESIAN COORDINATES (ANGSTROEM)
Cl 0.66885 0.48234 0.58684
O 0.46106 -0.69024 -0.25778
O 1.97215 0.36134 1.10969
O 0.51214 1.58144 -0.28380
O -0.22944 0.55406 1.71713
O -3.50812 -3.24390 1.79619
C -3.16824 -2.28442 1.06706
O -3.67044 -2.09410 -0.22859
C -3.11945 -0.91877 -0.94653
C -1.91711 -0.61902 -0.04221
C -2.20648 -1.09728 1.36257
H -3.95686 -0.23006 -1.05849
H -2.66283 -1.19373 -1.89732
H -1.55639 0.39575 -0.21016
H -1.08917 -1.22477 -0.41057
H -2.86868 -0.39370 1.86711
H -1.39462 -1.32916 2.05194
O 5.07058 -2.83949 -2.00387
C 4.25293 -2.39564 -1.19729
O 2.94871 -2.41798 -1.43915
C 2.17251 -2.09997 -0.27751
C 3.19399 -2.00534 0.90746
C 4.55172 -1.75442 0.18367
H 1.51102 -2.95359 -0.12966
H 1.64734 -1.14612 -0.32717
H 3.27729 -2.92965 1.47914
H 3.02062 -1.09485 1.48108
H 5.32145 -2.26406 0.76323
H 4.74540 -0.72979 -0.13368
O 0.97788 6.25348 -1.22906
C 0.30732 5.26158 -1.27519
O 0.41628 4.22257 -0.47046
C -0.65206 3.22794 -0.66797
C -1.68742 4.16772 -1.12780
C -0.92032 5.13962 -2.04696
H -0.81750 2.81127 0.32556
H -0.37691 2.38172 -1.29749
H -2.13736 4.64226 -0.25576
H -2.56531 3.76143 -1.63012
H -1.37258 6.13048 -2.08866
H -0.78268 4.81709 -3.07902
N -1.96688 1.55031 2.06496
C -1.91987 1.78705 0.67037
C -2.89806 2.82411 0.38442
C -3.33348 3.26606 1.55713
C -2.76621 2.48211 2.58071
H -1.39126 0.87780 2.55127
H -1.34845 1.21006 -0.04164
H -3.14953 3.23371 -0.58273
H -4.10935 4.00760 1.67769
H -2.83026 2.49134 3.65877
N 1.59080 -0.66375 -2.22475
C 0.35717 -0.25161 -2.64627
C 0.16557 -0.83818 -3.95066
C 1.34661 -1.55659 -4.28005
C 2.20954 -1.42424 -3.22055
H 1.99687 -0.43516 -1.32868
H -0.28005 0.38723 -2.05278
H -0.76529 -0.60855 -4.44780
H 1.35593 -2.10638 -5.20959
H 3.22477 -1.72477 -3.00743
N 0.90187 -3.99093 1.94375
C 0.79779 -2.58931 1.65199
C 0.90432 -1.90136 2.84383
C 1.22339 -2.79198 3.86554
C 1.23200 -4.03459 3.27467
H 0.72907 -4.82836 1.40621
H 0.83894 -2.13572 0.67272
H 0.90651 -0.82137 2.84245
H 1.21587 -2.65315 4.93655
H 1.39228 -5.00370 3.72359

Output
E_LUMO = 2.59 eV
Net charge = -1

Which charges does Löwdin predict for the atoms? In e, they are: Cl 0.851; O -0.474; O -0.251; O -0.338; O -0.353; O 0.046; C -0.357; O -0.023; C -0.070; C -0.201; C -0.051; H 0.121; H 0.116; H 0.006; H 0.106; H 0.126; H 0.102; O 0.070; C -0.465; O -0.063; C -0.191; C -0.119; C -0.027; H 0.127; H -0.043; H 0.119; H 0.082; H 0.118; H 0.127; O 0.103; C -0.553; O 0.087; C -0.183; C -0.178; C -0.052; H 0.085; H 0.121; H 0.130; H 0.107; H 0.126; H 0.132; N 0.014; C -0.175; C -0.138; C -0.112; C -0.114; H 0.107; H 0.028; H 0.070; H 0.096; H 0.103; N 0.017; C -0.099; C -0.092; C -0.101; C -0.095; H 0.114; H 0.090; H 0.072; H 0.083; H 0.104; N 0.069; C -0.160; C -0.119; C -0.091; C -0.160; H 0.149; H 0.047; H 0.088; H 0.091; H 0.099

***

6.
Molecular formula: C4H9NO
Method: DFT, ωB97M-V/def2-TZVPD

CARTESIAN COORDINATES (ANGSTROEM)
C 1.10165 1.05293 1.83957
C 0.68544 0.10276 0.79805
C 0.69571 0.48386 -0.53304
N 0.52719 -0.36352 -1.55543
C 0.15110 -1.57756 -1.56474
H 2.16472 1.28266 1.73056
H 0.82218 0.81107 2.85752
H 0.61613 2.02110 1.63060
H 0.16910 -0.80686 1.08999
H 0.95233 1.50663 -0.78442
H 0.62939 -2.26758 -0.85710
H -0.58919 -1.97135 -2.23480
H -1.87565 -0.08614 -0.57410
H -3.23971 0.09907 -1.30479
O -2.81038 -0.28708 -0.53786

Output
Multiplicity = 2
Expectation value of S² = 0.77
E_LUMO (spin up / spin down) = -6.23 / -7.77 eV
Net charge = +1

Which charges does Löwdin predict for the atoms? In e, they are: C -0.040; C -0.004; C -0.090; N 0.118; C 0.149; H 0.116; H 0.098; H 0.118; H 0.136; H 0.146; H 0.131; H 0.121; H -0.023; H 0.054; O -0.032

***

For the records above, the corresponding maximum force values read 4.4; 0.6; 3.9; 2.1; 6.5; 2.1 eV/Å.
For the records above, the corresponding relative energy (zero: lowest compared OMol25 entry of this formula, charge and spin) values read 229.4; 435.0; 216.9; 829.9; 1481.1; 219.8 kJ/mol.